[1]
The following is a quantum chemistry calculation of one molecule with the formula C16H20N4O3S2 at a distorted geometry, from OMol25.

The geometry in XYZ format:
```
45
Properties=species:S:1:pos:R:3:mulliken_charge:R:1
C -0.341 -3.892 0.982 -0.9137
C 1.169 -4.045 1.170 -0.3628
C 1.886 -2.852 0.664 0.6636
N 2.637 -2.097 1.374 -0.6472
N 3.165 -1.074 0.729 -0.2945
C 2.837 -1.009 -0.511 0.3413
N 3.227 -0.016 -1.381 0.0248
C 2.972 1.332 -1.263 -0.3551
O 3.463 2.116 -2.038 -0.6540
C 1.951 1.683 -0.208 0.9274
C 2.122 3.080 0.381 -1.1458
C 1.008 3.313 1.401 -0.4492
C -0.365 3.129 0.752 -1.0697
N -0.487 1.860 0.063 0.2274
S -0.952 0.513 0.945 1.2167
O 0.078 -0.494 0.932 -0.4696
O -1.478 0.941 2.206 -0.7751
C -2.294 -0.059 -0.091 0.1826
C -2.075 -1.060 -1.016 0.2918
C -3.114 -1.459 -1.842 -0.8044
C -4.354 -0.851 -1.732 -0.4082
C -4.563 0.152 -0.798 -0.6779
C -3.526 0.553 0.028 -0.5313
C 0.567 1.603 -0.883 -1.5812
S 1.768 -2.325 -1.008 -0.2071
H -0.669 -2.943 1.400 0.1451
H -0.865 -4.702 1.482 0.4178
H -0.597 -3.912 -0.076 0.2672
H 1.521 -4.936 0.642 0.2656
H 1.412 -4.144 2.228 0.3006
H 3.774 -0.286 -2.191 0.2741
H 1.977 0.949 0.600 0.6056
H 3.098 3.163 0.862 0.4465
H 2.075 3.822 -0.419 0.3289
H 1.106 2.593 2.216 0.3365
H 1.076 4.318 1.819 0.4373
H -1.150 3.149 1.508 0.4510
H -0.549 3.919 0.016 0.4348
H -1.103 -1.523 -1.070 0.1143
H -2.956 -2.242 -2.568 0.4369
H -5.163 -1.162 -2.375 0.3809
H -5.533 0.620 -0.713 0.4046
H -3.655 1.322 0.773 0.4688
H 0.394 0.609 -1.301 0.4164
H 0.507 2.342 -1.689 0.5384
```

Summary:
total charge: 0
gap between HOMO and LUMO: 0.356 hartree
SMILES string: CCc1nnc(NC(=O)[C@H]2CCCN(S(=O)(=O)c3ccccc3)C2)s1

***

[2]
The following is a quantum chemistry calculation of one molecule with the formula C5H5NS at a distorted geometry, from OMol25.

The geometry in XYZ format:
```
12
Properties=species:S:1:pos:R:3:mulliken_charge:R:1
C 0.434 -1.504 0.323 0.0501
C 2.405 -0.256 -0.152 0.0112
C -0.495 -0.699 -0.104 -0.2085
C -2.089 1.204 0.375 -0.7331
C -1.384 0.315 -0.376 -0.1858
N 1.761 -1.199 0.357 -0.5240
S 1.876 1.230 -0.834 -0.1348
H 0.300 -2.433 0.697 0.4923
H 3.417 -0.166 -0.075 0.3786
H -2.505 2.072 -0.053 0.2940
H -2.269 0.943 1.368 0.3160
H -1.451 0.493 -1.526 0.2439
```

Summary:
total charge: 0
gap between HOMO and LUMO (alpha / beta): 0.291 / 0.210 hartree

***

[3]
The following is a quantum chemistry calculation of an isolated ion of composition HO2S and charge -1 at a distorted geometry, from OMol25.

The geometry in XYZ format:
```
4
Properties=species:S:1:pos:R:3:mulliken_charge:R:1
O -1.844 -1.214 -0.357 -0.5677
O -1.628 1.542 -0.232 -0.7438
S -1.290 -0.085 0.411 0.2558
H 0.136 -0.086 0.002 0.0557
```

Summary:
total charge: -1
gap between HOMO and LUMO: 0.274 hartree

***

[4]
The following is a quantum chemistry calculation of one molecule with the formula C6H10O at a distorted geometry, from OMol25.

The geometry in XYZ format:
```
17
Properties=species:S:1:pos:R:3:mulliken_charge:R:1
C -1.978 0.815 2.409 -1.1998
C -0.922 0.572 1.361 -0.0456
C -1.163 0.467 0.060 -0.2697
C -0.237 0.187 -1.029 -0.5372
C 0.948 -0.432 -0.956 0.7932
C 1.843 -0.774 -2.095 -1.3244
O 1.448 -0.760 0.269 -0.4806
H -2.943 0.418 2.092 0.3345
H -1.661 0.334 3.335 0.3345
H -2.040 1.873 2.643 0.2752
H 0.062 0.623 1.816 0.3013
H -2.223 0.495 -0.214 0.2625
H -0.389 0.664 -1.988 0.2722
H 1.361 -0.885 -3.074 0.3158
H 2.473 -1.623 -1.843 0.3877
H 2.390 0.156 -2.315 0.2817
H 2.126 -1.449 0.226 0.2986
```

Summary:
total charge: 0
gap between HOMO and LUMO: 0.316 hartree
SMILES string: C/C=C/C=C(/C)O

***

[5]
The following is a quantum chemistry calculation of an isolated ion of composition C3H10NS2 and charge +1, from OMol25.

The geometry in XYZ format:
```
16
Properties=species:S:1:pos:R:3:mulliken_charge:R:1
C 1.957 0.223 -0.046 -1.3942
C 0.476 0.440 -0.374 0.4819
N -0.233 0.912 0.889 -0.2422
C -0.169 -0.839 -0.900 -1.0779
S -1.970 -0.828 -1.142 0.0269
S -2.604 -0.987 0.843 -0.2823
H 2.322 1.021 0.603 0.4216
H 2.517 0.291 -0.972 0.3941
H 2.156 -0.766 0.349 0.3885
H 0.368 1.244 -1.089 0.2725
H -0.013 1.878 1.140 0.3677
H 0.070 0.323 1.663 0.3601
H -1.243 0.854 0.782 0.2258
H 0.090 -1.720 -0.331 0.4432
H 0.171 -0.913 -1.924 0.3844
H -3.894 -1.133 0.510 0.2299
```

Summary:
total charge: +1
gap between HOMO and LUMO: 0.334 hartree
SMILES string: C[C@H]([NH3+])CSS

***

[6]
The following is a quantum chemistry calculation of C16H28AsN4O4Ru as an isolated structure, from OMol25.

The geometry in XYZ format:
```
54
Properties=species:S:1:pos:R:3:lowdin_spin:R:1
Ru -0.115 0.976 -0.264 3.8887
N 1.739 0.845 -1.636 0.1320
C 2.942 1.601 -1.171 0.0138
C 2.573 2.808 -0.321 0.0267
C 2.061 4.023 -1.090 0.0020
C 0.868 3.769 -1.999 0.0089
N -0.258 3.095 -1.297 0.1126
H 1.955 -0.148 -1.663 0.0028
H 1.488 1.108 -2.583 0.0045
H 3.535 1.905 -2.035 0.0031
H 3.551 0.910 -0.591 0.0002
H 3.446 3.103 0.264 0.0013
H 1.831 2.496 0.434 0.0154
H 2.865 4.407 -1.722 0.0009
H 1.826 4.825 -0.387 0.0001
H 1.146 3.148 -2.851 0.0001
H 0.519 4.715 -2.415 0.0035
H -1.039 3.001 -1.943 0.0042
H -0.606 3.710 -0.563 0.0056
C -4.906 1.096 -0.836 0.0031
C -3.511 1.313 -0.503 0.0236
N -2.409 1.495 -0.235 0.0809
H -5.441 0.756 0.049 0.0005
H -4.972 0.340 -1.618 0.0010
H -5.344 2.028 -1.190 0.0004
C 1.707 1.195 3.227 0.0338
As 0.010 0.875 2.361 0.1562
C -1.216 2.091 3.233 0.0325
C -0.530 -0.878 2.957 0.0260
H 1.573 1.006 4.291 0.0059
H 2.013 2.228 3.077 -0.0001
H 2.463 0.521 2.830 0.0000
H -1.195 1.890 4.304 0.0057
H -2.223 1.936 2.854 -0.0003
H -0.913 3.121 3.057 -0.0001
H -0.589 -0.865 4.045 0.0050
H 0.202 -1.610 2.626 0.0001
H -1.507 -1.126 2.544 -0.0001
O 0.714 -1.155 0.074 0.1502
C -0.234 -1.605 -0.637 0.0309
O -1.001 -0.740 -1.204 0.1942
C -0.448 -3.045 -0.811 0.0078
C -1.679 -3.541 -1.241 0.0050
C -1.860 -4.906 -1.384 0.0000
C -0.812 -5.779 -1.120 0.0038
C 0.401 -5.259 -0.707 0.0005
C 0.610 -3.908 -0.537 0.0055
N 1.528 -6.181 -0.429 0.0000
O 1.297 -7.364 -0.493 0.0001
O 2.594 -5.673 -0.152 -0.0002
H -2.485 -2.856 -1.462 0.0007
H -2.814 -5.297 -1.707 0.0000
H -0.921 -6.849 -1.229 0.0002
H 1.572 -3.549 -0.202 0.0008
```

Summary:
total charge: +2
2S+1: 6
gap between HOMO and LUMO (alpha / beta): 0.358 / 0.241 hartree

***

[7]
The following is a quantum chemistry calculation of one molecule with the formula C3H8N2O at a distorted geometry, from OMol25.

The geometry in XYZ format:
```
14
Properties=species:S:1:pos:R:3:mulliken_charge:R:1
C 1.100 1.486 0.074 -1.0118
N 0.611 0.087 -0.116 0.0410
C 1.490 -1.119 -0.008 -0.8275
C -0.738 -0.201 -0.035 0.5342
N -1.588 0.832 -0.009 -0.3746
O -1.155 -1.354 0.057 -0.6718
H 2.193 1.420 0.175 0.3324
H 0.679 1.796 1.034 0.4154
H 0.896 2.154 -0.796 0.2620
H 1.355 -1.648 0.988 0.2614
H 1.157 -1.848 -0.744 0.2841
H 2.537 -0.902 -0.251 0.3409
H -2.550 0.607 0.063 0.2210
H -1.307 1.822 -0.234 0.1934
```

Summary:
total charge: 0
gap between HOMO and LUMO: 0.362 hartree
SMILES string: CN(C)C(N)=O

***

[8]
The following is a quantum chemistry calculation of C45H103F9N7O13Pd as an isolated structure at a distorted geometry, from OMol25.

The geometry in XYZ format:
```
178
Properties=species:S:1:pos:R:3:lowdin_spin:R:1
Pd 0.225 -0.238 -0.085 1.4759
C -2.592 -5.946 1.847 0.0000
O -2.462 -5.606 3.306 0.0000
O -3.406 -6.846 1.442 0.0000
C -2.759 -4.503 1.155 0.0000
F -2.218 -4.498 -0.045 0.0003
F -4.022 -4.042 0.906 0.0000
F -2.105 -3.523 1.896 0.0001
C -3.587 -5.172 4.002 0.0000
C -4.282 -6.203 4.927 0.0000
H -4.964 -5.749 5.719 0.0000
H -4.957 -6.829 4.340 0.0000
H -3.435 -6.871 5.237 0.0000
H -4.336 -4.745 3.338 0.0000
H -3.204 -4.356 4.609 0.0000
H -1.519 -5.913 1.575 0.0000
C -3.887 -0.681 -5.529 0.0000
O -4.083 0.320 -4.259 0.0004
O -3.791 -0.035 -6.620 0.0000
C -2.727 -1.453 -5.041 0.0000
F -2.973 -2.229 -4.031 0.0000
F -2.324 -2.230 -6.067 0.0000
F -1.630 -0.703 -4.669 0.0001
C -5.093 1.194 -4.527 0.0000
C -5.062 2.459 -5.286 0.0000
H -4.621 3.235 -4.682 0.0000
H -4.591 2.308 -6.288 0.0000
H -6.064 2.787 -5.449 0.0000
H -5.451 1.432 -3.545 0.0000
H -5.911 0.490 -4.761 0.0000
H -4.845 -1.426 -5.422 0.0000
C 2.117 -1.180 2.032 0.0075
O 1.087 -1.767 2.862 0.0016
O 1.596 -0.030 1.485 0.1511
C 3.287 -0.697 2.957 0.0038
F 2.897 0.060 3.968 0.0007
F 4.048 -1.705 3.485 0.0016
F 4.090 0.031 2.174 0.0008
C 1.315 -3.094 3.375 0.0000
C 0.500 -2.988 4.625 0.0001
H 0.229 -3.985 4.966 0.0000
H 0.985 -2.384 5.416 0.0000
H -0.483 -2.598 4.372 0.0000
H 2.392 -3.216 3.642 0.0000
H 1.045 -3.871 2.642 0.0001
H 2.540 -2.000 1.344 0.0011
C 4.231 -3.837 -3.299 0.0001
C 5.265 -3.557 -2.170 0.0000
C 4.680 -4.098 -0.852 0.0001
C 5.788 -4.096 0.244 0.0000
C 6.936 -4.916 -0.178 0.0000
C 7.549 -4.441 -1.488 0.0000
N 6.509 -4.329 -2.493 0.0000
O 7.124 -3.914 -3.674 0.0000
C 8.384 -3.200 -1.212 0.0000
C 8.462 -5.603 -2.050 0.0000
C 5.446 -2.040 -1.973 0.0000
H 4.672 -3.367 -4.220 0.0000
H 3.202 -3.524 -3.016 0.0001
H 4.172 -4.919 -3.407 0.0000
H 3.894 -3.445 -0.516 0.0001
H 4.291 -5.127 -0.989 0.0000
H 5.338 -4.458 1.209 0.0000
H 6.137 -3.059 0.440 0.0000
H 6.650 -5.922 -0.304 0.0000
H 7.785 -4.834 0.561 0.0000
H 7.904 -2.572 -0.475 0.0000
H 9.384 -3.563 -0.890 0.0000
H 8.600 -2.678 -2.174 0.0000
H 7.804 -6.403 -2.380 0.0000
H 9.106 -5.294 -2.867 0.0000
H 9.105 -5.898 -1.249 0.0000
H 6.061 -1.611 -2.777 0.0000
H 5.937 -1.964 -0.979 0.0000
H 4.471 -1.559 -1.876 0.0000
H 7.045 -4.659 -4.236 0.0000
C -1.764 3.330 -4.011 0.0000
C -1.971 4.267 -2.766 0.0000
C -3.191 5.081 -2.894 0.0000
O -4.275 4.292 -2.482 0.0000
C -5.434 5.018 -2.558 0.0000
N -2.093 3.537 -1.453 -0.0001
H -1.847 3.941 -4.985 0.0000
H -2.586 2.599 -3.952 0.0000
H -0.762 2.827 -4.053 0.0000
H -1.105 4.903 -2.675 0.0000
H -3.340 5.296 -3.934 0.0000
H -3.149 5.974 -2.291 0.0000
H -5.634 5.397 -3.532 0.0000
H -5.466 5.864 -1.831 0.0000
H -6.247 4.313 -2.197 0.0000
H -2.236 4.228 -0.693 0.0000
H -2.977 3.011 -1.490 0.0001
C 2.857 3.343 3.243 0.0000
C 1.505 3.179 3.928 0.0000
C 0.766 4.523 3.894 0.0001
O -0.354 4.253 4.800 0.0000
C -1.014 5.415 5.227 0.0000
N 0.636 2.303 3.152 0.0005
H 3.581 3.762 3.925 0.0000
H 2.723 4.126 2.458 0.0000
H 3.119 2.353 2.829 0.0000
H 1.624 2.969 4.970 0.0000
H 0.516 4.686 2.856 0.0000
H 1.385 5.344 4.231 0.0000
H -1.989 5.104 5.621 0.0000
H -1.051 6.166 4.412 0.0000
H -0.612 5.877 6.124 0.0000
H 1.022 1.414 2.904 -0.0004
H -0.140 2.055 3.752 0.0000
C -4.385 0.589 -0.820 0.0041
C -2.921 0.458 -0.250 0.0053
C -2.814 -0.582 0.801 0.0006
O -3.285 0.024 2.014 0.0002
C -3.037 -0.587 3.241 0.0000
N -1.768 0.156 -1.192 0.0987
H -4.508 1.151 -1.731 0.0001
H -5.026 1.175 -0.166 0.0005
H -4.971 -0.341 -0.861 0.0001
H -2.650 1.455 0.176 -0.0001
H -1.765 -0.914 0.984 0.0000
H -3.332 -1.521 0.522 0.0001
H -1.967 -0.572 3.428 0.0000
H -3.361 -1.608 3.189 0.0000
H -3.629 -0.093 4.032 0.0000
H -1.964 -0.543 -1.930 0.0022
H -1.439 1.008 -1.644 0.0015
C 1.291 -4.690 -1.051 0.0038
C 1.006 -3.195 -1.113 0.0044
C 0.380 -2.734 -2.390 0.0017
O 0.353 -1.304 -2.437 0.0451
C 1.300 -0.736 -3.382 0.0009
N 0.141 -2.678 -0.041 0.0692
H 1.594 -4.991 -0.070 0.0001
H 2.135 -4.977 -1.735 0.0006
H 0.376 -5.272 -1.286 0.0000
H 2.002 -2.705 -0.958 0.0003
H -0.658 -3.114 -2.302 0.0000
H 0.781 -3.185 -3.314 0.0010
H 0.850 -0.566 -4.374 0.0006
H 2.229 -1.343 -3.556 0.0000
H 1.545 0.283 -2.999 0.0003
H 0.463 -2.741 0.919 -0.0002
H -0.817 -2.968 -0.175 0.0003
C -2.894 3.358 2.817 0.0000
C -3.867 4.235 1.988 0.0000
C -4.927 4.866 2.819 0.0000
O -4.346 5.800 3.704 0.0000
C -5.248 6.478 4.560 0.0000
N -3.104 5.145 1.176 0.0000
H -2.238 2.630 2.317 0.0000
H -3.460 2.973 3.660 0.0000
H -2.186 4.089 3.280 0.0000
H -4.373 3.511 1.322 0.0000
H -5.432 4.016 3.326 0.0000
H -5.668 5.372 2.159 0.0000
H -5.711 5.711 5.184 0.0000
H -6.121 6.911 3.975 0.0000
H -4.607 7.163 5.108 0.0000
H -2.279 5.484 1.656 0.0000
H -3.590 5.978 0.783 0.0000
C 1.547 4.208 -0.493 0.0067
C 1.716 2.721 -0.814 0.0101
C 3.148 2.139 -0.556 -0.0004
O 3.603 1.461 -1.717 -0.0001
C 4.031 2.224 -2.808 0.0000
N 0.638 1.913 -0.156 0.0926
H 2.125 4.443 0.469 0.0001
H 0.529 4.420 -0.176 0.0004
H 1.963 4.901 -1.260 0.0013
H 1.455 2.568 -1.841 0.0006
H 3.056 1.564 0.377 -0.0003
H 3.799 3.001 -0.332 -0.0001
H 5.115 2.342 -2.644 0.0000
H 3.530 3.145 -2.753 0.0000
H 3.753 1.706 -3.695 0.0000
H 0.711 1.991 0.860 0.0004
H -0.220 2.328 -0.406 0.0014
```

Summary:
total charge: -1
2S+1: 3
gap between HOMO and LUMO (alpha / beta): 0.233 / 0.158 hartree